{
  "formula": "C17H24F5KN3OSTa",
  "method": "the ωB97M-V functional and the def2-TZVPD basis",
  "elements": ["N", "C", "O", "K", "Ta", "N", "N", "C", "C", "C", "C", "C", "C", "C", "C", "H", "H", "H", "H", "H", "H", "H", "H", "H", "H", "H", "H", "H", "H", "H", "H", "H", "H", "C", "H", "H", "H", "C", "H", "H", "H", "F", "C", "C", "F", "C", "F", "C", "S", "C", "F", "C", "F"],
  "positions_angstrom": [[-0.19775, 0.92455, 1.92141], [0.88112, 0.87430, 5.03729], [0.95849, 1.88913, 5.53844], [-1.01426, 2.95550, 1.25876], [-0.17585, 0.30186, 0.29839], [1.61563, 0.92029, -0.49609], [-1.71838, 1.51095, -0.61641], [2.96972, 1.04346, 0.11836], [-3.17703, 1.31326, -0.34595], [3.07303, 2.37374, 0.88922], [4.08602, 1.03647, -0.95216], [3.18160, -0.12648, 1.10669], [-4.03643, 2.37656, -1.06563], [-3.62431, -0.10005, -0.79523], [-3.43696, 1.43858, 1.16942], [2.89788, 3.22127, 0.19470], [4.08194, 2.49364, 1.32175], [2.32508, 2.38890, 1.70006], [4.15064, 0.07409, -1.48682], [5.06266, 1.21181, -0.46888], [3.92238, 1.83779, -1.69510], [2.50697, -0.00057, 1.97062], [4.22529, -0.17012, 1.46882], [2.94961, -1.09095, 0.62071], [-3.51480, 3.35280, -1.08564], [-4.99620, 2.51167, -0.53662], [-4.26716, 2.09181, -2.10571], [-3.42489, -0.24851, -1.87112], [-4.70595, -0.25491, -0.62858], [-3.06060, -0.86343, -0.23074], [-2.79034, 0.75203, 1.74466], [-4.49166, 1.21578, 1.40315], [-3.26322, 2.47919, 1.52290], [-1.41409, 1.70204, -2.04267], [-0.44024, 2.21355, -2.13458], [-1.35211, 0.75314, -2.62278], [-2.15727, 2.34505, -2.55951], [1.62924, 0.90089, -1.96024], [2.38793, 0.20458, -2.37708], [0.64928, 0.55985, -2.34127], [1.80872, 1.90038, -2.40752], [1.16233, -6.48725, -0.93264], [0.68092, -5.36026, -0.35180], [-0.62456, -4.93684, -0.62176], [-1.40964, -5.65486, -1.46268], [-1.12793, -3.78517, -0.00839], [-2.40636, -3.40297, -0.25231], [-0.32364, -3.05369, 0.87766], [-1.01324, -1.65666, 1.75470], [0.98109, -3.48235, 1.15134], [1.75088, -2.80819, 2.04286], [1.48385, -4.63170, 0.53363], [2.74259, -5.05395, 0.81036]],
  "charge": 2,
  "total_energy_ha": -2455.36993
}

***

{
  "formula": "C17H24FN3O",
  "method": "the ωB97M-V functional and the def2-TZVPD basis",
  "elements": ["C", "C", "O", "N", "C", "H", "C", "H", "H", "C", "N", "C", "H", "C", "N", "C", "C", "C", "C", "C", "C", "H", "H", "H", "H", "F", "C", "H", "C", "H", "H", "H", "H", "H", "H", "C", "C", "H", "H", "H", "H", "H", "H", "H", "H", "H"],
  "positions_angstrom": [[-0.97611, 5.02143, 3.38068], [-0.53878, 4.91020, 1.94312], [-0.92704, 5.64506, 1.06283], [0.25057, 3.74779, 1.67689], [0.68556, 2.87231, 2.53602], [1.57512, 3.09107, 3.26948], [1.18737, 1.28407, 2.12443], [0.83672, 0.63211, 2.77020], [1.93658, 1.38890, 1.64011], [0.03296, 1.14342, 0.95381], [-0.17120, -0.43315, 0.73554], [1.02295, -1.03160, 0.01243], [2.13688, -0.29682, 0.24614], [1.09699, -1.10261, -1.36707], [-0.13368, -1.65951, -2.01034], [-0.06188, -3.16775, -2.05735], [0.98948, -3.71126, -2.83643], [0.84243, -5.16705, -3.05892], [-0.47618, -5.75804, -2.60042], [-1.33060, -5.26851, -1.87891], [-1.30882, -3.83901, -1.79385], [-2.05808, -3.55734, -1.05115], [-2.29240, -5.78690, -1.54717], [-0.36020, -7.03595, -2.73496], [1.27888, -5.54040, -3.72856], [1.88714, -3.04149, -3.26481], [-1.06476, -0.88802, -1.51220], [-2.29353, -1.38480, -1.74169], [-1.13910, -0.98210, 0.13631], [-2.01886, -0.28295, 0.50034], [-1.44725, -1.90095, 0.52665], [-1.17194, 0.08981, -1.95634], [1.99530, -1.65528, -1.69577], [1.31495, -0.07445, -2.01032], [1.26553, -1.97724, 0.46711], [0.14483, 2.04354, -0.04476], [0.69176, 3.50431, 0.26239], [2.01618, 3.30662, 0.65839], [0.46742, 4.21053, -0.24609], [-0.66186, 2.05854, -0.69967], [1.21585, 1.70651, -0.72274], [-0.92578, 1.08322, 1.49822], [-0.16160, 2.51634, 3.36295], [-1.39970, 5.95262, 3.24894], [-1.80767, 4.14839, 3.52246], [-0.14441, 5.18642, 4.02409]],
  "e_above_lowest_kcal_mol": 397.4,
  "total_energy_ha": -1000.93076
}

***

Number 1: strongest force on any atom 0.085 Eh/bohr. Number 2: strongest force on any atom 0.329 Eh/bohr.